(1)
Density functional theory data (wB97M-V/def2-TZVPD) for one molecule with the formula C15H21N3O2S in a non-equilibrium geometry.

Output
E_LUMO (eV): -0.4
Net charge: 0
SMILES: CCCCCCCCc1nnc(NC(=O)c2ccco2)s1
E_HOMO (eV): -7.2
Orbital gap (eV): 6.72
Energy (eV): -35279.4530

Last column: Mulliken charge in e.
Atoms and positions in Å:
C1 6.007 1.246 -1.877  -1.42
C2 6.664 0.925 -0.580  -0.24
C3 6.249 2.045 0.455  -1.01
C4 4.651 1.955 0.782  -0.90
C5 4.087 0.518 1.291  -0.73
C6 3.284 -0.302 0.503  0.01
C7 2.766 -1.629 1.282  -1.67
C8 2.159 -2.457 0.115  -1.70
C9 0.822 -1.577 -0.363  0.76
N1 0.549 -1.407 -1.717  -0.27
N2 -0.501 -1.111 -1.958  -0.54
C10 -1.193 -0.667 -0.730  0.16
N3 -2.467 -0.203 -0.885  -0.10
C11 -3.254 -0.056 0.522  0.62
O1 -2.725 -0.525 1.535  -0.68
C12 -4.532 0.533 0.269  0.13
C13 -5.370 0.999 1.037  -0.65
C14 -6.562 1.507 0.481  -0.54
C15 -6.172 1.455 -1.029  -0.21
O2 -5.019 1.032 -0.903  -0.28
S1 -0.428 -1.495 0.692  -0.03
H1 6.221 0.660 -2.595  0.52
H2 4.951 1.117 -1.813  0.29
H3 6.116 2.317 -2.035  0.33
H4 6.197 -0.044 -0.004  0.11
H5 7.584 0.975 -0.613  0.60
H6 6.432 3.152 0.180  0.33
H7 6.667 1.752 1.232  0.53
H8 4.413 2.689 1.481  0.52
H9 3.992 2.147 -0.089  0.31
H10 3.329 0.922 2.116  0.24
H11 4.919 0.188 1.923  0.35
H12 2.516 0.280 0.105  0.49
H13 4.010 -0.360 -0.428  0.01
H14 2.164 -1.238 1.821  0.93
H15 3.657 -2.019 1.428  0.60
H16 1.896 -3.187 0.589  0.71
H17 2.679 -2.669 -0.620  0.65
H18 -2.751 0.125 -1.659  0.17
H19 -5.425 0.894 1.914  0.76
H20 -7.529 1.869 0.919  0.34
H21 -6.611 1.909 -1.781  0.50

---

(2)
Density functional theory data (wB97M-V/def2-TZVPD) for an isolated ion of composition C5H11NO3P and charge +1 in a non-equilibrium geometry.

Output
E_LUMO (eV): -3.7
Net charge: +1
E_HOMO (eV): -12.8
Orbital gap (eV): 9.01
Energy (eV): -22276.4297

Last column: Mulliken charge in e.
Atoms and positions in Å:
C1 2.282 -0.180 0.648  -0.19
C2 1.057 -1.090 0.434  -0.43
C3 -3.510 -0.357 0.385  -0.28
C4 -3.188 1.063 -0.008  -0.29
C5 4.228 0.697 -0.303  -0.74
N1 3.188 -0.178 -0.218  -0.28
O1 0.098 -0.150 -0.302  -0.08
O2 -2.243 -0.995 0.328  -0.29
O3 -2.140 1.021 -0.985  -0.32
P1 -1.330 -0.385 -0.853  0.49
H1 -1.507 -0.765 -2.139  0.21
H2 2.366 0.293 1.598  0.48
H3 1.178 -1.861 -0.322  0.31
H4 0.645 -1.588 1.338  0.36
H5 -3.830 -0.513 1.498  0.26
H6 -4.207 -0.913 -0.380  0.27
H7 -4.019 1.738 -0.227  0.36
H8 -2.652 1.358 0.911  0.28
H9 4.133 1.600 0.327  0.34
H10 5.184 0.151 -0.249  0.28
H11 4.270 1.056 -1.481  0.26

---

(3)
Density functional theory data (wB97M-V/def2-TZVPD) for C26H33GeN6NiS3 as an isolated structure in a non-equilibrium geometry.

Output
E_LUMO (spin up / spin down) (eV): -2.8 / -2.8
Net charge: +1
E_HOMO (spin up / spin down) (eV): -8.4 / -6.8
Orbital gap (spin up / spin down) (eV): 5.53 / 3.93
Energy (eV): -166496.7151

Last column: Mulliken charge in e.
Atoms and positions in Å:
Ni1 -0.509 0.676 0.531  -0.28
C1 0.717 4.218 -1.843  -1.01
C2 0.128 5.256 -1.111  -0.63
C3 -0.643 4.935 -0.023  -0.86
C4 -0.836 3.593 0.327  0.42
N1 -0.272 2.585 -0.381  0.50
C5 0.492 2.928 -1.435  -0.12
C6 -1.659 3.168 1.449  0.72
C7 -2.388 4.007 2.266  -0.73
C8 -3.161 3.457 3.295  -0.84
C9 -3.206 2.083 3.450  -0.90
C10 -2.460 1.279 2.592  0.74
N2 -1.670 1.824 1.628  0.19
C11 -2.409 -0.157 2.612  0.36
C12 -3.307 -0.978 3.318  -0.93
C13 -3.198 -2.341 3.241  -0.65
C14 -2.163 -2.901 2.461  -0.77
C15 -1.323 -2.053 1.795  -0.86
N3 -1.426 -0.702 1.831  0.56
H1 1.334 4.418 -2.710  0.44
H2 0.281 6.290 -1.394  0.43
H3 -1.102 5.717 0.566  0.35
H4 0.959 2.111 -1.964  0.61
H5 -2.372 5.079 2.118  0.36
H6 -3.722 4.101 3.958  0.43
H7 -3.806 1.643 4.236  0.35
H8 -4.099 -0.526 3.900  0.41
H9 -3.897 -2.977 3.769  0.43
H10 -2.027 -3.972 2.391  0.50
H11 -0.500 -2.439 1.206  0.59
C16 -2.293 -3.363 -3.311  -1.31
Ge1 -0.692 -3.023 -2.263  0.88
C17 0.894 -3.315 -3.359  -1.21
C18 -0.616 -4.234 -0.752  -1.27
C19 -0.935 -1.126 -1.622  0.35
H12 -2.360 -4.429 -3.540  0.41
H13 -2.283 -2.811 -4.252  0.38
H14 -3.184 -3.078 -2.748  0.40
H15 0.909 -4.377 -3.616  0.45
H16 1.814 -3.084 -2.820  0.32
H17 0.860 -2.748 -4.292  0.31
H18 -0.503 -5.246 -1.149  0.47
H19 -1.540 -4.194 -0.174  0.25
H20 0.233 -4.029 -0.098  0.43
H21 -0.191 -0.682 -0.918  -1.11
H22 -1.907 -1.118 -1.124  0.57
S1 -1.159 0.053 -2.967  -0.16
C20 0.418 0.142 -3.574  0.44
N4 1.478 -0.313 -2.973  0.25
C21 2.776 0.099 -3.517  -0.65
C22 2.509 0.511 -4.962  -0.61
S2 0.744 0.971 -5.043  -0.04
H23 1.420 -0.653 -2.015  -0.19
H24 3.477 -0.732 -3.474  0.44
H25 3.171 0.918 -2.917  0.28
H26 2.667 -0.309 -5.657  0.40
H27 3.107 1.364 -5.268  0.41
C23 4.690 0.106 1.990  -0.80
N5 3.413 -0.098 2.657  0.24
C24 3.226 -0.347 4.012  -0.37
C25 1.899 -0.423 4.218  -0.52
N6 1.298 -0.213 2.990  0.28
C26 2.221 -0.014 2.035  -0.34
S3 1.958 0.272 0.369  -0.15
H28 5.486 -0.043 2.714  0.32
H29 4.746 1.116 1.588  0.31
H30 4.800 -0.602 1.173  0.29
H31 4.051 -0.450 4.696  0.41
H32 1.336 -0.606 5.117  0.48
H33 0.306 -0.214 2.767  0.11

---

Question: What is the net charge in the first record?
Answer: 0

---

Question: Among the records above, which one has the lowest energy?
Answer: C26H33GeN6NiS3